Record 1
{
  "formula": "C3H6O3",
  "method": "wB97M-V/def2-TZVPD",
  "symbols": ["O", "C", "O", "C", "C", "O", "H", "H", "H", "H", "H", "H"],
  "positions_angstrom": [[0.761, -0.118, -2.461], [0.979, 0.828, -1.820], [1.192, 1.773, -1.167], [0.366, -0.846, 0.790], [-0.991, -0.231, 0.458], [-1.082, 1.144, 0.770], [0.350, -1.927, 0.616], [0.616, -0.653, 1.836], [1.188, -0.438, 0.189], [-1.255, -0.424, -0.596], [-1.760, -0.719, 1.065], [-0.365, 1.609, 0.320]],
  "forces_ev_per_angstrom": [[0.2059, 0.6910, 0.3418], [-0.0125, 0.0219, -0.0943], [-0.1194, -0.6204, -0.5580], [0.0489, 0.0188, 0.0747], [-0.0323, -0.4261, -0.0521], [0.1685, 0.2104, -0.0640], [-0.0229, 0.1339, 0.0570], [-0.0570, -0.0885, -0.0692], [-0.1901, -0.0588, 0.1275], [0.0712, 0.0834, 0.1796], [0.0872, 0.0492, -0.0895], [-0.1475, -0.0148, 0.1463]],
  "mulliken_charge": [-0.3696, 0.8186, -0.4476, -0.8596, -0.3595, -0.4998, 0.2904, 0.2972, 0.2150, 0.2426, 0.3326, 0.3396],
  "multiplicity": 1,
  "max_force_ev_per_a": 0.84,
  "relative_energy_kcal_mol": 2.7
}



Record 2
{
  "formula": "C3H6O3",
  "method": "wB97M-V/def2-TZVPD",
  "symbols": ["C", "C", "C", "O", "O", "O", "H", "H", "H", "H", "H", "H"],
  "positions_angstrom": [[-1.670, 0.094, -1.255], [-0.709, 0.896, -0.671], [3.230, -0.874, -0.928], [-1.976, 1.319, -0.480], [-0.070, 0.333, 0.398], [2.577, -0.104, -0.242], [-1.910, 0.153, -2.330], [-2.000, -0.819, -0.708], [0.050, 1.393, -1.404], [3.722, -0.565, -1.857], [0.994, -0.195, 0.099], [3.240, -2.002, -0.801]],
  "forces_ev_per_angstrom": [[-3.6927, -1.7842, -1.3617], [5.2805, 0.1124, -1.1856], [-1.3421, -0.5125, 0.0466], [-0.4848, 0.1233, -0.2583], [4.5563, -1.9563, 0.4699], [1.1554, -1.1020, -0.9027], [0.0124, 0.0085, 0.6158], [0.3907, 0.7320, -0.5960], [-1.5514, 0.1463, 1.3400], [0.3924, 0.4883, 0.1767], [-4.6602, 2.7337, 1.1982], [-0.0566, 1.0104, 0.4570]],
  "mulliken_charge": [-0.3724, 0.3108, 0.0082, -0.4383, -0.5893, -0.4457, 0.2206, 0.2095, 0.2418, 0.2389, 0.3939, 0.2219],
  "multiplicity": 1,
  "max_force_ev_per_a": 5.53,
  "relative_energy_kcal_mol": 106.5
}



Record 3
{
  "formula": "C3H6O3Sm",
  "method": "wB97M-V/def2-TZVPD",
  "symbols": ["C", "C", "O", "C", "O", "Sm", "H", "H", "H", "H", "H", "O", "H"],
  "positions_angstrom": [[0.375, -0.295, -1.663], [0.806, -0.452, -0.416], [0.819, 0.648, 0.442], [1.240, 0.496, 1.681], [1.063, 1.706, 2.189], [0.236, 3.498, 0.642], [0.496, -1.124, -2.360], [-0.084, 0.637, -1.993], [1.328, -1.319, -0.013], [1.293, 1.759, 3.127], [-1.985, -2.053, 0.011], [-2.507, -2.137, -0.815], [-3.079, -1.364, -0.832]],
  "forces_ev_per_angstrom": [[0.1780, -0.1625, 0.8060], [0.6958, -0.4901, -1.2994], [-0.4008, 0.7736, 0.4678], [0.0585, -1.2180, -0.4297], [-0.1509, 1.1930, 0.6075], [-0.1104, 0.1349, -0.3044], [-0.2863, 0.2650, 0.2107], [0.1802, -0.3027, -0.0258], [-0.3166, 0.1936, -0.0277], [0.1801, -0.3723, 0.0033], [-0.5700, -0.1116, -0.7447], [0.6015, 0.1539, 0.6965], [-0.0591, -0.0568, 0.0400]],
  "lowdin_spin": [0.0066, 0.0044, 0.0647, 0.0153, 0.0858, 6.8054, 0.0002, 0.0093, 0.0001, 0.0078, 0.0001, 0.0004, 0.0000],
  "multiplicity": 8,
  "total_charge": 1,
  "max_force_ev_per_a": 1.55,
  "relative_energy_kcal_mol": 34.9
}



Record 4
{
  "formula": "C3H6O4STb",
  "method": "wB97M-V/def2-TZVPD",
  "symbols": ["O", "C", "O", "S", "O", "C", "C", "O", "H", "H", "H", "H", "H", "H", "Tb"],
  "positions_angstrom": [[1.715, -0.969, 1.313], [1.597, -0.543, 0.145], [2.369, 0.446, -0.232], [1.730, 1.999, 0.184], [0.774, -1.165, -0.648], [-0.473, -0.549, -1.048], [-1.436, -0.203, 0.118], [-2.676, 0.129, -0.428], [0.926, 2.237, -0.889], [-0.986, -1.307, -1.646], [-0.351, 0.324, -1.695], [-1.639, -1.111, 0.754], [-1.106, 0.654, 0.737], [-3.230, 0.592, 0.259], [2.785, -0.535, 3.074]],
  "forces_ev_per_angstrom": [[-0.5058, -0.3411, -1.2295], [-0.1558, -0.5146, 0.6579], [-0.4654, 0.4052, -0.8976], [-0.0716, 0.3187, -0.0201], [-0.5975, 0.7174, 0.2727], [-0.9447, -0.4247, -0.7922], [0.4697, 0.4000, -0.9694], [0.4118, -0.1533, 0.5439], [0.3964, -0.2106, 0.0523], [0.3131, -0.0308, -0.0804], [0.3532, -0.0302, 0.1546], [-0.0092, 0.1644, 0.2142], [-0.1449, -0.3457, 0.4380], [-0.3038, -0.0585, -0.3009], [1.2545, 0.1038, 1.9565]],
  "lowdin_spin": [0.0792, 0.0117, 0.0102, 0.0246, 0.0018, 0.0169, 0.1425, 0.6971, 0.0006, 0.0011, 0.0048, 0.0867, 0.0359, 0.0027, 4.8843],
  "multiplicity": 7,
  "total_charge": 3,
  "max_force_ev_per_a": 2.33,
  "e_tot_ha": -1640.07965
}



Record 5
{
  "formula": "C3H6OS",
  "method": "wB97M-V/def2-TZVPD",
  "symbols": ["O", "C", "C", "C", "S", "H", "H", "H", "H", "H", "H"],
  "positions_angstrom": [[-1.560, 0.537, -0.350], [-0.819, -0.587, -0.618], [0.601, -0.379, -0.114], [0.797, 0.517, 1.037], [1.251, 1.267, -0.485], [-1.046, 1.292, -0.723], [-1.133, -1.505, -0.054], [-0.804, -0.852, -1.667], [1.220, -1.300, -0.208], [1.655, 0.241, 1.648], [-0.163, 0.768, 1.534]],
  "forces_ev_per_angstrom": [[-1.0731, 0.8758, -0.2169], [1.2313, -1.3254, 0.9772], [0.3794, -0.9814, -0.7800], [-0.7177, -1.0626, 1.4824], [0.6304, 0.4496, -0.8982], [-0.4284, -0.5134, 0.3197], [-0.5684, 0.9615, -0.3411], [-0.0157, -0.0801, -0.4461], [-0.0720, 1.0636, -0.0737], [-0.3664, 0.2850, 0.2104], [1.0006, 0.3273, -0.2337]],
  "mulliken_charge": [-0.4866, -0.4101, -0.1963, -0.5425, -0.2157, 0.3082, 0.2841, 0.2560, 0.4300, 0.3144, 0.2585],
  "multiplicity": 1,
  "max_force_ev_per_a": 2.06,
  "relative_energy_kcal_mol": 24.6
}



Record 6
{
  "formula": "C3H6OS",
  "method": "wB97M-V/def2-TZVPD",
  "symbols": ["C", "C", "C", "O", "S", "H", "H", "H", "H", "H", "H"],
  "positions_angstrom": [[-0.274, 0.810, 1.003], [0.015, 0.233, -0.317], [-0.668, -1.057, -0.693], [2.579, 1.121, 0.072], [1.717, 0.029, 0.518], [-0.211, 1.867, 1.177], [-0.741, 0.195, 1.749], [0.114, 0.938, -1.138], [-0.816, -1.686, 0.181], [-0.073, -1.603, -1.418], [-1.642, -0.846, -1.133]],
  "forces_ev_per_angstrom": [[2.0243, -0.9732, -0.8728], [-0.0622, -0.1148, 0.4777], [0.1156, 0.1125, -0.0485], [0.7471, 0.6559, -0.1871], [-2.9481, 0.4369, 0.3639], [0.1518, 0.2311, 0.0286], [-0.1711, -0.1290, 0.1828], [0.2403, 0.0250, 0.0636], [-0.0193, -0.1136, 0.0805], [0.0139, -0.1081, -0.1164], [-0.0923, -0.0227, 0.0277]],
  "mulliken_charge": [-0.8390, 0.2659, -1.2096, -0.5290, 0.3447, 0.3131, 0.2717, 0.4088, 0.3267, 0.3019, 0.3449],
  "multiplicity": 1,
  "max_force_ev_per_a": 3.00,
  "relative_energy_kcal_mol": 46.8
}



Record 7
{
  "formula": "C3H6OS",
  "method": "wB97M-V/def2-TZVPD",
  "symbols": ["C", "C", "C", "H", "H", "H", "H", "H", "H", "O", "S"],
  "positions_angstrom": [[-1.128, -0.429, -1.240], [0.065, -0.978, -0.768], [0.052, -0.402, 0.726], [-0.304, 1.362, -0.597], [-1.221, -0.519, -2.534], [-2.014, -1.153, -1.071], [0.131, -2.052, -1.020], [0.930, -0.356, -1.300], [-1.194, -0.107, 1.235], [-1.361, 0.979, -0.860], [1.289, 0.366, 1.241]],
  "forces_ev_per_angstrom": [[-5.7514, 0.8744, -6.1155], [3.8467, 1.1538, 1.3375], [-4.6298, -0.8072, -0.8239], [-4.7959, -1.5444, -1.2884], [0.6663, 0.5244, 3.3499], [0.8778, 1.8138, 0.7668], [0.1953, 0.4813, 0.7122], [-1.2593, -1.7547, 1.2252], [3.9092, -1.6490, -1.4389], [4.6260, -0.3344, 0.5217], [2.3151, 1.2419, 1.7533]],
  "mulliken_charge": [-0.3945, -0.3982, -0.2485, 0.3673, 0.2341, 0.2829, 0.3449, 0.2409, 0.2792, -0.5165, -0.1916],
  "multiplicity": 1,
  "max_force_ev_per_a": 8.44,
  "relative_energy_kcal_mol": 102.5
}



Record 8
{
  "formula": "C3H6OS",
  "method": "wB97M-V/def2-TZVPD",
  "symbols": ["C", "C", "C", "O", "S", "H", "H", "H", "H", "H", "H"],
  "positions_angstrom": [[-1.044, 0.863, -1.226], [-0.857, 0.416, 0.023], [0.366, -0.365, 0.489], [0.960, -0.190, 1.686], [1.633, -0.519, -0.787], [-1.932, 1.425, -1.492], [-0.254, 0.732, -1.967], [-1.581, 0.557, 0.784], [-0.180, -2.024, 0.434], [0.641, 0.631, 2.020], [2.248, -1.526, 0.036]],
  "forces_ev_per_angstrom": [[0.6109, -0.0891, 0.8791], [1.4197, -0.3480, -0.2732], [-1.5854, -4.0435, -2.5416], [-0.3634, -0.2514, 0.3368], [1.0841, -1.5208, 1.1458], [0.0759, -0.1804, -0.0162], [-0.3980, 0.0177, 0.0012], [-0.7601, 0.1827, 0.6039], [0.7986, 3.6116, 0.4396], [-0.3041, 1.1273, 0.9064], [-0.5783, 1.4940, -1.4818]],
  "mulliken_charge": [-0.7081, -0.2133, 0.0997, -0.3296, -0.2288, 0.2607, 0.1549, 0.3327, 0.1765, 0.2827, 0.1725],
  "multiplicity": 1,
  "max_force_ev_per_a": 5.03,
  "relative_energy_kcal_mol": 87.7
}



Record 9
{
  "formula": "C3H6OS",
  "method": "wB97M-V/def2-TZVPD",
  "symbols": ["C", "C", "O", "C", "S", "H", "H", "H", "H", "H", "H"],
  "positions_angstrom": [[-1.467, -0.430, -0.261], [-0.372, 0.459, 0.190], [0.843, 0.594, -0.658], [1.804, -0.035, -0.030], [3.445, -0.091, -0.167], [-2.369, -0.239, 0.314], [-1.700, -0.493, -1.495], [-1.102, -1.439, -0.168], [-0.339, 1.750, 0.195], [-0.142, 0.218, 1.196], [1.399, -0.295, 0.885]],
  "forces_ev_per_angstrom": [[-0.4143, -0.3191, -4.3961], [0.4437, 6.5884, -1.5317], [-0.3772, -2.0055, -0.4011], [2.9209, 0.8643, 0.0532], [-1.3338, 0.0767, -0.8191], [-0.0312, -0.1867, -0.1239], [0.4601, 1.0170, 3.3866], [-0.0904, -0.6270, 0.7039], [-2.1548, -3.4665, 0.3902], [0.5406, -0.2675, 0.8199], [0.0363, -1.6742, 1.9181]],
  "mulliken_charge": [-0.9884, -0.2802, -0.2537, -0.0135, -0.2589, 0.3249, 0.2680, 0.2841, 0.2460, 0.4051, 0.2667],
  "multiplicity": 1,
  "max_force_ev_per_a": 6.78,
  "relative_energy_kcal_mol": 69.9
}



Record 10
{
  "formula": "C3H6OS2",
  "method": "wB97M-V/def2-TZVPD",
  "symbols": ["C", "C", "S", "S", "C", "O", "H", "H", "H", "H", "H", "H"],
  "positions_angstrom": [[0.199, 0.472, -1.205], [-0.241, -0.117, 0.033], [-0.358, -1.994, 0.158], [-2.028, 0.507, 0.350], [0.653, 0.176, 1.239], [1.714, 0.670, 1.097], [-0.496, 0.417, -2.093], [0.341, 1.557, -0.992], [1.230, 0.314, -1.600], [0.666, -2.226, -0.707], [-1.901, 0.473, 1.626], [0.222, -0.249, 2.093]],
  "forces_ev_per_angstrom": [[1.2151, 2.5317, -3.2015], [-2.0024, -1.4310, 1.7520], [0.3694, 0.6141, -0.8929], [1.2315, -0.2943, -1.6946], [-1.1765, -0.2591, -2.6797], [1.6405, 0.8795, 0.4841], [0.5351, -0.2303, 1.1700], [-0.5649, -0.3863, -0.1015], [-0.6565, -0.9747, 0.6449], [-0.2367, 0.0189, 0.4096], [-0.0007, -0.0390, 1.8478], [-0.3539, -0.4294, 2.2617]],
  "mulliken_charge": [-1.3136, 0.4379, -0.1508, -0.1587, -0.1163, -0.4389, 0.3500, 0.3545, 0.3462, 0.1559, 0.1398, 0.3939],
  "multiplicity": 1,
  "max_force_ev_per_a": 4.26,
  "relative_energy_kcal_mol": 31.7
}